C31H57N2O2P2PbS | ωB97M-V/def2-TZVPD

Each line ends with the Mulliken charge.
Positions of all 96 atoms, in Å:
C -2.1630 1.5374 -1.6908  -0.01
C -1.5692 -0.7077 -1.8646  -0.67
C -3.3686 1.2831 -2.3435  -0.75
C -2.8444 -1.0503 -2.3358  -1.01
C -3.7377 -0.0255 -2.6350  -1.11
H -4.0216 2.1257 -2.5655  0.56
H -3.0823 -2.1037 -2.5061  0.62
H -4.7082 -0.2413 -3.0742  0.50
N -1.2801 0.5469 -1.4599  1.04
P -0.7942 3.1529 0.2542  0.77
P -0.3233 -3.1090 -0.4281  0.26
C -1.8214 2.9807 -1.2798  -1.30
H -1.3176 3.5052 -2.1075  0.61
H -2.7683 3.5158 -1.1415  0.30
C -0.4827 -1.7530 -1.9120  0.30
H -0.7025 -2.3913 -2.7721  1.52
C 0.6618 -4.5394 -1.1189  1.97
C -0.7799 -3.4258 1.4226  1.97
C 0.6100 4.3688 -0.1706  1.68
C -2.0986 3.8625 1.4503  1.30
C 2.1361 -4.2456 -0.8056  -1.48
H 2.3051 -4.2028 0.2780  0.29
H 2.7449 -5.0649 -1.2119  0.56
H 2.4621 -3.2976 -1.2359  0.15
C 0.2983 -5.9081 -0.5038  -1.86
H 0.5859 -6.0129 0.5463  0.33
H -0.7680 -6.1377 -0.6170  0.45
H 0.8678 -6.6725 -1.0552  0.52
C 0.4391 -4.7322 -2.6395  -1.51
H 1.2237 -5.3882 -3.0309  0.50
H -0.5239 -5.2182 -2.8339  0.42
H 0.4715 -3.8097 -3.2243  0.02
C 0.4334 -3.9450 2.2039  -1.86
H 1.2540 -3.2138 2.1794  0.30
H 0.1295 -4.0797 3.2540  0.54
H 0.8230 -4.9083 1.8653  0.29
C -1.2068 -2.1144 2.1026  -1.26
H -0.3379 -1.4698 2.3003  -0.47
H -1.9531 -1.5547 1.5260  0.52
H -1.6446 -2.3412 3.0867  0.65
C -1.9683 -4.4049 1.4231  -1.68
H -1.6920 -5.4196 1.1190  0.37
H -2.3812 -4.4638 2.4392  0.51
H -2.7674 -4.0543 0.7544  0.43
C -1.4186 4.1565 2.7976  -1.38
H -2.1818 4.5477 3.4875  0.55
H -0.9938 3.2465 3.2445  -0.05
H -0.6311 4.9174 2.7104  0.28
C -3.1517 2.7495 1.6280  -1.30
H -3.6286 2.4756 0.6770  0.25
H -2.7209 1.8463 2.0854  0.02
H -3.9395 3.1247 2.2992  0.55
C -2.8034 5.1282 0.9473  -1.60
H -3.5695 5.3992 1.6888  0.53
H -2.1334 5.9874 0.8576  0.35
H -3.3157 4.9845 -0.0099  0.31
C 1.1719 4.0681 -1.5648  -1.90
H 0.4496 4.2721 -2.3635  0.41
H 2.0339 4.7272 -1.7353  0.58
H 1.5275 3.0369 -1.6652  0.27
C 1.7315 4.1969 0.8752  -1.49
H 2.1644 3.1856 0.8712  0.24
H 2.5335 4.9078 0.6297  0.50
H 1.3863 4.4192 1.8946  0.28
C 0.1321 5.8255 -0.1298  -1.99
H -0.7126 6.0116 -0.8056  0.38
H -0.1237 6.1534 0.8882  0.35
H 0.9669 6.4600 -0.4669  0.55
Pb 0.5440 0.5007 0.7177  2.16
C -0.9900 0.8686 3.3447  -0.03
O -1.2661 0.4963 4.3905  -0.21
N 1.3691 -1.1377 -0.6379  -1.04
C 0.8896 -1.2196 -1.8271  0.04
C 1.6089 -0.7939 -3.1532  1.92
C 1.2722 -1.7152 -4.3249  -1.88
C 1.1523 0.6089 -3.5257  -1.95
C 3.1219 -0.7859 -2.9572  -1.56
H 1.7605 -2.6875 -4.2000  0.40
H 0.1936 -1.8385 -4.4596  0.33
H 1.6629 -1.2892 -5.2585  0.50
H 1.3094 1.3086 -2.6987  0.36
H 1.7380 0.9590 -4.3904  0.63
H 0.0945 0.6335 -3.8038  0.33
H 3.5946 -0.4191 -3.8767  0.47
H 3.3983 -0.1353 -2.1162  0.25
H 3.4968 -1.8025 -2.7659  0.38
C 3.5960 -1.3042 3.9985  -0.91
S 3.1473 0.3805 3.5694  0.33
C 2.1307 0.7786 5.0002  -0.84
O 2.1464 0.1790 2.4255  -0.61
H 2.6910 -1.8662 4.2445  0.23
H 4.2871 -1.2750 4.8459  0.44
H 4.0982 -1.7287 3.1250  0.35
H 1.5758 1.7051 4.8059  0.26
H 1.4445 -0.0526 5.2052  0.26
H 2.8201 0.9325 5.8401  0.45

Atomic forces in eV per Å
C 0.483 0.209 0.159
C -1.198 0.467 0.170
C -0.198 -0.041 0.074
C 0.652 -0.066 -0.153
C -0.004 0.135 0.314
H 0.049 -0.289 -0.035
H -0.022 0.380 -0.205
H 0.170 0.018 0.065
N 0.269 -0.241 -0.090
P -0.049 0.443 -0.163
P 2.976 1.460 0.396
C -0.107 -0.435 -0.335
H -0.142 -0.390 0.168
H 0.253 -0.143 -0.021
C -1.626 -0.916 -0.003
H 0.040 0.131 0.243
C -0.082 -0.677 -0.504
C -0.693 0.504 0.365
C -0.436 0.130 0.336
C 0.442 -0.134 -0.031
C 0.371 0.290 0.272
H 0.069 -0.001 -0.302
H -0.209 0.169 0.052
H 0.133 -0.229 0.000
C -0.223 -0.177 0.349
H -0.160 -0.052 -0.394
H 0.298 -0.069 -0.031
H -0.198 0.313 0.078
C -0.313 0.481 -0.121
H -0.101 0.085 0.184
H 0.137 0.075 0.039
H 0.147 -0.334 0.154
C 0.616 -0.120 -0.281
H -0.196 -0.152 0.059
H -0.125 0.125 -0.321
H -0.178 0.354 0.187
C -0.046 0.296 -0.202
H -0.146 -0.286 -0.069
H -0.003 -0.063 0.094
H 0.078 -0.056 -0.336
C -0.193 -0.254 -0.392
H -0.028 0.300 0.123
H 0.150 0.085 -0.208
H 0.032 -0.094 0.252
C -0.185 0.107 0.048
H 0.260 -0.121 -0.099
H -0.022 0.336 -0.107
H -0.233 -0.214 0.048
C 0.027 0.093 0.080
H 0.051 0.038 0.239
H -0.202 0.251 -0.218
H 0.192 -0.160 -0.187
C -0.074 0.222 0.105
H 0.123 -0.096 -0.213
H -0.253 -0.277 0.046
H 0.050 0.071 0.190
C -0.015 0.065 0.016
H 0.219 -0.030 0.138
H -0.168 -0.161 0.031
H -0.045 0.066 0.048
C -0.157 0.079 -0.009
H -0.020 0.107 -0.052
H -0.130 -0.235 0.136
H 0.096 -0.068 -0.264
C 0.325 0.302 -0.107
H 0.193 -0.038 0.179
H 0.060 -0.129 -0.381
H -0.248 -0.097 0.080
Pb -0.647 1.416 0.936
C -0.524 -1.190 2.645
O 0.577 0.986 -2.457
N -0.686 -2.984 -1.020
C 0.703 -0.028 -0.750
C 0.085 0.243 0.351
C 0.037 -0.377 -0.063
C -0.179 0.586 -0.101
C 0.130 -0.123 0.373
H -0.180 0.114 -0.133
H 0.120 -0.040 -0.162
H -0.063 0.010 0.315
H -0.026 -0.035 -0.164
H -0.199 -0.123 0.314
H 0.096 0.060 0.007
H -0.066 -0.052 0.277
H 0.112 -0.166 -0.268
H -0.009 0.324 0.012
C 0.078 0.157 0.055
S -0.141 -0.125 0.233
C 0.156 -0.146 0.086
O -0.153 0.009 -0.059
H 0.125 0.098 -0.012
H -0.085 -0.047 -0.095
H -0.037 0.102 0.158
H 0.289 -0.213 -0.029
H 0.179 0.223 -0.029
H -0.224 -0.016 -0.107

As for the spin multiplicity: 1. Its charge is +3. The calculation puts the gap between HOMO and LUMO (alpha / beta) at 4.8 / 4.8 eV.